No. 1
# C5H9NO

C5H9NO in the gas phase (ωB97M-V/def2-TZVPD, the Open Molecules 2025 dataset).

DFT total energy = -325.830331 Eh
ΔE to the lowest compared entry with this formula, charge and spin = 281.52 kJ/mol
Kohn-Sham gap = 10.52 eV
SMILES = C[C@H]1CC/C1=N\O
LUMO energy = 1.067 eV
HOMO level = -0.34750 Ha

Structure (XYZ):
```
16
Properties=species:S:1:pos:R:3:forces:R:3
C 1.0890 0.5790 1.6107 -0.01 -0.01 0.03
C 0.6114 0.6665 0.1722 0.02 0.08 0.09
C 1.0914 -0.3775 -0.8829 0.23 -0.07 -0.06
C -0.3457 -0.4505 -1.4640 -0.10 -0.10 -0.13
C -0.7823 0.1999 -0.1777 -0.33 -0.02 0.28
N -1.8165 0.1020 0.5476 0.64 0.14 -0.20
O -2.8188 -0.5802 -0.1544 -0.31 -0.25 0.08
H 2.1557 0.8201 1.6806 -0.15 -0.04 -0.02
H 0.9351 -0.4292 2.0101 0.01 0.13 -0.07
H 0.5408 1.2792 2.2498 0.07 -0.11 -0.11
H 0.7727 1.6778 -0.2251 -0.05 -0.13 0.03
H 1.8974 -0.0728 -1.5545 -0.13 -0.03 0.09
H 1.3552 -1.3275 -0.4065 0.02 0.18 -0.02
H -0.7754 -1.4375 -1.6507 0.07 0.14 -0.01
H -0.4956 0.1811 -2.3459 0.03 -0.06 0.15
H -3.4182 -0.8576 0.5486 -0.01 0.14 -0.12
```
Positions in Å, forces in eV/Å.

So, what does the Löwdin scheme give us? The charges, in e, come out as: -0.07, -0.30, -0.13, -0.09, -0.30, 0.05, -0.07, 0.08, 0.08, 0.08, 0.14, 0.10, 0.11, 0.11, 0.12, 0.09

---

No. 2
# H8O4

4 unconnected molecules or ions with the total composition H8O4 (ωB97M-V/def2-TZVPD, the Open Molecules 2025 dataset).

DFT total energy = -305.735190 Eh
ΔE to the lowest compared entry with this formula, charge and spin = 115.57 kJ/mol
Kohn-Sham gap = 11.28 eV
SMILES = O.O.O.O
LUMO energy = -0.032 eV
HOMO level = -0.41587 Ha

Structure (XYZ):
```
12
Properties=species:S:1:pos:R:3:forces:R:3
O 1.6300 -2.2041 2.5180 0.20 0.09 -0.09
H 0.8225 -1.9399 2.0773 -0.22 0.11 -0.13
H 1.3433 -2.8089 3.2022 -0.01 -0.15 0.20
O -1.4047 0.7245 0.8186 0.20 0.03 0.15
H -2.2032 0.2110 0.9411 -0.24 -0.11 0.09
H -1.2672 0.7321 -0.1286 0.06 0.05 -0.24
O 2.9433 1.6788 1.5502 0.19 0.09 0.08
H 2.3207 0.9542 1.6087 -0.14 -0.26 0.12
H 2.6545 2.1826 0.7893 -0.04 0.16 -0.16
O -2.3558 -0.0367 -4.7898 -0.04 -0.11 -0.15
H -2.0693 0.8716 -4.6947 0.07 0.25 -0.05
H -2.4141 -0.3651 -3.8926 -0.04 -0.14 0.19
```
Positions in Å, forces in eV/Å.

So, what does the Löwdin scheme give us? The charges, in e, come out as: -0.05, 0.02, 0.03, -0.05, 0.03, 0.02, -0.05, 0.02, 0.03, -0.05, 0.03, 0.02

---

No. 3
# C30H20F9N3O7S

2 unconnected molecules or ions with the total composition C30H20F9N3O7S at a distorted geometry (ωB97M-V/def2-TZVPD, the Open Molecules 2025 dataset).

DFT total energy = -3143.166890 Eh
Kohn-Sham gap = 8.30 eV
SMILES = CC(=O)N(C)c1c(N)c(S(=O)(=O)C(F)(F)C(F)(F)C(F)(F)C(F)(F)F)c(C)c2c1C(=O)NC2=O.O=C1c2ccccc2C(=O)c2ccccc21
LUMO energy = -1.414 eV
HOMO level = -0.35714 Ha

Structure (XYZ):
```
70
Properties=species:S:1:pos:R:3:forces:R:3
C 1.6772 -0.7475 -0.7687 0.03 0.44 -0.11
C 1.2036 -0.9392 -2.1802 -0.34 0.21 0.47
O 1.8013 -1.6237 -2.9667 0.02 -0.45 -0.35
N -0.0411 -0.3444 -2.4834 0.80 0.46 -0.93
C -0.5964 -0.7945 -3.7638 -0.12 0.01 0.07
C -0.0696 1.0858 -2.3065 -0.76 -0.25 0.92
C 0.7435 1.9844 -3.0091 0.08 0.23 -0.19
N 1.7087 1.5198 -3.9385 -0.03 0.26 0.18
C 0.6174 3.3813 -2.7898 -0.65 -0.30 0.90
S 1.6025 4.4771 -3.8087 -0.24 0.16 -0.88
O 1.2987 5.8512 -3.5539 0.02 0.01 0.55
O 1.5440 4.0379 -5.1654 0.09 -0.21 0.08
C 3.4070 4.3403 -3.3008 -0.11 0.04 0.00
F 4.0071 5.1863 -4.1418 0.05 0.02 -0.04
F 3.8772 3.1140 -3.5449 0.15 0.00 0.02
C 3.7195 4.7876 -1.8241 0.25 0.08 -0.36
F 4.3324 5.9755 -1.8660 -0.04 0.03 0.01
F 2.5744 4.9315 -1.1285 -0.10 -0.13 0.14
C 4.6493 3.8379 -1.0178 -0.16 0.18 0.46
F 5.0697 4.5275 0.0608 0.04 0.01 -0.01
F 5.7212 3.5090 -1.7392 0.05 -0.12 -0.18
C 3.9355 2.5683 -0.4662 -0.03 0.23 -0.04
F 4.8145 1.6206 -0.2038 0.23 -0.21 0.04
F 3.2717 2.8655 0.6409 -0.08 0.01 0.16
F 3.0517 2.1003 -1.3551 -0.09 -0.17 -0.07
C -0.3132 3.9069 -1.8401 0.43 0.10 -0.31
C -0.5227 5.3686 -1.5426 -0.30 -0.18 0.04
C -1.1062 2.9687 -1.1750 0.37 -0.02 -0.20
C -0.9812 1.6087 -1.3960 0.43 0.07 -0.29
C -1.9709 0.8916 -0.5279 -0.08 0.86 -0.46
O -2.0169 -0.2562 -0.2456 -0.19 -1.10 -0.15
N -2.8396 1.8833 0.0050 0.49 0.44 -0.28
C -2.2088 3.1621 -0.1742 0.14 -0.70 -0.32
O -2.5233 4.1240 0.4442 -0.38 0.83 0.17
H 1.5477 -1.6935 -0.2542 0.04 -0.15 0.10
H 1.1233 0.0217 -0.2413 -0.10 0.03 0.11
H 2.7272 -0.4799 -0.7894 0.21 -0.14 0.11
H -1.5114 -0.2483 -3.9640 -0.16 0.05 0.06
H 0.0778 -0.6703 -4.6084 0.15 0.03 -0.04
H -0.8203 -1.8514 -3.6838 -0.06 -0.14 0.00
H 1.3110 0.9548 -4.6710 0.01 -0.14 -0.03
H 2.4750 1.0336 -3.4960 0.00 -0.15 -0.04
H 0.3487 5.8181 -1.0859 0.25 0.08 -0.07
H -0.7611 5.9170 -2.4424 0.11 0.14 -0.18
H -1.3481 5.4836 -0.8547 -0.09 -0.07 0.14
H -3.7806 1.8815 -0.3695 -0.27 -0.30 0.60
C -1.4004 -8.1255 3.4798 -0.01 0.02 0.03
C -1.7970 -8.0305 4.8097 0.01 0.01 -0.04
C -2.1878 -6.8101 5.3330 0.01 -0.12 0.03
C -2.1757 -5.6760 4.5308 0.02 0.04 -0.08
C -1.7611 -5.7681 3.2009 -0.03 0.06 0.07
C -1.3818 -6.9977 2.6774 0.03 -0.12 0.00
C -1.7024 -4.5595 2.3293 0.04 -0.02 -0.16
O -1.3465 -4.6443 1.1722 0.01 0.00 0.03
C -2.0854 -3.2479 2.9236 0.03 -0.07 0.03
C -1.9894 -2.1042 2.1392 -0.08 0.11 0.20
C -2.3535 -0.8778 2.6741 0.00 -0.16 0.26
C -2.8110 -0.7965 3.9859 0.01 -0.01 -0.05
C -2.9037 -1.9337 4.7696 -0.03 0.15 0.02
C -2.5358 -3.1637 4.2438 0.05 -0.09 -0.09
C -2.6155 -4.3739 5.1085 -0.05 0.00 0.14
O -3.0216 -4.3045 6.2496 0.02 0.01 -0.03
H -1.1023 -9.0819 3.0711 0.00 -0.01 0.00
H -1.8019 -8.9117 5.4373 -0.01 -0.01 0.00
H -2.5026 -6.7277 6.3638 -0.03 0.08 0.00
H -1.0712 -7.0615 1.6440 0.00 0.09 -0.02
H -1.6375 -2.1849 1.1235 -0.01 -0.04 -0.06
H -2.2879 0.0170 2.0804 -0.02 0.08 -0.10
H -3.0978 0.1628 4.3969 0.00 0.01 0.00
H -3.2578 -1.8752 5.7893 0.01 -0.08 0.02
```
Positions in Å, forces in eV/Å.

So, what does the Löwdin scheme give us? The charges, in e, come out as: 0.03, -0.50, 0.10, -0.04, -0.02, -0.12, -0.20, 0.12, -0.12, 0.79, -0.26, -0.25, -0.45, 0.14, 0.12, -0.36, 0.18, 0.14, -0.35, 0.17, 0.18, -0.55, 0.21, 0.20, 0.16, -0.12, -0.01, -0.03, 0.00, -0.36, 0.15, 0.17, -0.36, 0.15, 0.10, 0.08, 0.08, 0.10, 0.08, 0.10, 0.10, 0.09, 0.09, 0.09, 0.07, 0.16, -0.06, -0.06, 0.00, -0.08, -0.08, 0.00, -0.28, 0.10, -0.08, 0.00, -0.05, -0.05, 0.00, -0.09, -0.28, 0.10, 0.11, 0.11, 0.12, 0.12, 0.10, 0.08, 0.11, 0.12

---

No. 4
# C4H13N2

A gas-phase ion, C4H13N2 (charge +1) at a distorted geometry (ωB97M-V/def2-TZVPD, the Open Molecules 2025 dataset).

DFT total energy = -269.433006 Eh
ΔE to the lowest compared entry with this formula, charge and spin = 177.70 kJ/mol
Kohn-Sham gap = 11.29 eV
Net charge = +1
SMILES = C[NH+](C)CCN
LUMO energy = -2.806 eV
HOMO level = -0.51797 Ha

Structure (XYZ):
```
19
Properties=species:S:1:pos:R:3:forces:R:3
N 1.1075 1.3411 -1.3874 0.30 -0.48 0.55
C 0.3090 1.8637 -0.2660 0.06 -0.32 -0.59
C -0.4478 0.7640 0.4795 -0.70 -1.24 -0.05
N -0.0070 -0.6872 0.0175 -2.71 1.72 1.54
C 0.5615 -1.2571 1.2691 0.88 -2.21 -1.55
C -1.2794 -1.5747 -0.4072 1.91 1.83 -1.94
H 0.6606 1.0594 -2.2719 0.16 0.97 0.70
H 1.9434 1.9151 -1.4965 -0.41 -0.50 -0.47
H 0.7055 -0.3468 -0.6877 -0.17 -1.03 -0.08
H 0.9835 2.2662 0.4833 0.31 0.35 -0.38
H -0.3824 2.6416 -0.5715 -0.15 0.16 0.07
H -0.2519 0.8234 1.5492 0.07 -0.02 -0.16
H -1.5268 0.8213 0.3913 -0.11 0.01 -0.37
H 0.9692 -2.2569 1.0544 -0.21 0.12 -0.17
H 1.4471 -0.6883 1.4826 -0.08 0.55 0.99
H -0.2413 -1.4518 1.9844 0.45 0.85 0.22
H -1.7820 -1.8827 0.4988 0.04 -0.07 0.01
H -1.9444 -0.9820 -1.1073 0.81 -0.52 1.10
H -0.8246 -2.3681 -1.0147 -0.45 -0.16 0.56
```
Positions in Å, forces in eV/Å.

So, what does the Löwdin scheme give us? The charges, in e, come out as: -0.01, -0.21, -0.10, -0.15, -0.03, 0.06, 0.11, 0.10, 0.14, 0.12, 0.12, 0.11, 0.12, 0.11, 0.11, 0.11, 0.09, 0.12, 0.10

---

No. 5
# C48H34CrI4N4Se2

A molecular structure, C48H34CrI4N4Se2 (ωB97M-V/def2-TZVPD, the Open Molecules 2025 dataset).

DFT total energy = -9106.554419 Eh
Multiplicity = 4
Kohn-Sham gap (alpha / beta) = 5.95 / 5.67 eV
Net charge = +1
LUMO energy (alpha / beta) = -4.002 / -4.267 eV
HOMO level (alpha / beta) = -0.36583 / -0.36501 Ha

Structure (XYZ):
```
93
Properties=species:S:1:pos:R:3:forces:R:3
Cr 0.1882 -0.1308 0.0486 -0.05 -0.09 0.38
I -9.0216 -3.1107 0.9730 -0.15 0.03 -0.09
C -7.1404 -2.3326 0.5707 0.32 -0.02 -0.13
C -6.8323 -1.7571 -0.6590 -0.23 -0.02 0.10
C -5.5575 -1.2638 -0.8884 0.09 0.10 -0.11
C -4.5704 -1.3580 0.0847 0.10 -0.03 -0.18
C -4.8869 -1.9557 1.3008 -0.04 0.01 0.02
C -6.1604 -2.4358 1.5513 -0.14 0.12 -0.15
C -3.1698 -0.8744 -0.1031 0.66 0.13 0.19
C -2.2875 -1.5843 -0.9400 -0.42 0.47 0.33
C -2.6845 -2.5565 -1.9000 0.40 0.01 -0.10
C -1.5787 -2.9311 -2.5860 0.15 -0.08 0.00
C -0.4661 -2.2527 -1.9888 -0.01 -0.19 -0.10
C 0.8767 -2.5727 -2.2224 0.16 0.22 0.14
C 1.1983 -3.5587 -3.2958 -0.02 -0.36 -0.02
C 1.4031 -4.8999 -2.9491 -0.05 0.28 -0.52
C 1.6687 -5.8516 -3.9211 -0.16 0.49 -0.07
C 1.7711 -5.4510 -5.2482 0.15 0.17 0.03
I 2.2630 -6.8599 -6.6737 0.05 -0.26 -0.32
C 1.6136 -4.1226 -5.6179 -0.22 0.14 0.50
C 1.2895 -3.1849 -4.6324 0.22 -0.36 -0.10
C 1.9174 -2.1433 -1.3981 -0.23 0.01 -0.17
N 1.7880 -1.2547 -0.3524 0.10 0.01 0.10
C 3.0027 -1.2383 0.2961 0.03 0.47 0.38
C 3.3564 -0.4155 1.3808 -0.41 -0.09 -0.34
C 4.5799 -0.7426 2.1761 0.15 -0.07 0.20
C 5.7924 -0.0555 2.0667 -0.47 -0.28 -0.06
C 6.8527 -0.3643 2.9036 0.09 -0.28 0.38
C 6.7004 -1.3657 3.8620 -0.26 0.03 -0.05
I 8.2334 -1.8244 5.1771 0.26 0.01 0.08
C 5.5076 -2.0722 3.9789 0.16 0.24 -0.33
C 4.4600 -1.7594 3.1312 -0.15 -0.03 -0.24
C 2.5564 0.6540 1.8098 0.45 -0.12 -0.16
C 2.9924 1.7131 2.6823 -0.64 0.14 -0.08
C 1.9658 2.5936 2.7774 0.22 -0.28 -0.05
C 0.8668 2.0436 2.0400 -0.20 0.23 -0.01
N 1.2751 0.8957 1.4036 -0.23 -0.33 -0.03
C -0.4425 2.5030 2.1238 0.06 -0.10 0.00
C -1.5386 1.7904 1.6268 -0.11 0.06 -0.05
C -2.9078 2.0972 1.8989 -0.34 -0.03 -0.06
C -3.6675 1.1132 1.3322 0.00 0.43 0.44
C -2.7689 0.2304 0.6757 0.01 -0.79 -0.40
N -1.4744 0.6546 0.8641 0.18 -0.25 -0.28
C -0.7385 3.7375 2.9148 0.07 -0.12 0.04
C -0.7302 4.9857 2.3083 -0.02 -0.05 -0.27
C -1.0607 6.1292 3.0087 -0.12 -0.19 0.59
C -1.3959 6.0007 4.3543 0.17 0.10 -0.27
I -1.8106 7.6867 5.4579 -0.17 0.46 0.27
C -1.4005 4.7702 4.9833 0.17 -0.15 -0.12
C -1.0647 3.6387 4.2616 -0.02 -0.21 -0.14
C 3.9118 -2.1152 -0.3719 -0.65 -0.30 -0.37
C 3.2591 -2.6483 -1.4404 0.02 0.44 0.55
N -0.9258 -1.4114 -1.0115 0.08 0.35 0.27
H -7.5782 -1.6747 -1.4405 -0.02 -0.03 0.11
H -5.3417 -0.7862 -1.8371 0.04 -0.03 0.00
H -4.1239 -2.0552 2.0577 0.09 0.02 0.12
H -6.4031 -2.8776 2.5046 0.05 -0.08 0.09
H -3.6714 -2.9107 -2.0361 -0.74 -0.23 -0.10
H -1.5129 -3.6514 -3.3825 0.03 -0.05 -0.04
H 1.3491 -5.1930 -1.9206 -0.08 -0.12 0.44
H 1.7749 -6.8889 -3.6622 0.11 -0.20 0.11
H 1.7318 -3.8134 -6.6486 -0.05 -0.04 0.05
H 1.1449 -2.1554 -4.9164 -0.05 0.21 -0.04
H 5.8874 0.7032 1.3066 0.11 0.21 -0.05
H 7.7991 0.1587 2.8470 -0.10 0.05 -0.14
H 5.3921 -2.8628 4.7033 0.06 -0.02 0.10
H 3.5400 -2.3378 3.2096 0.08 0.25 -0.05
H 3.9373 1.8137 3.1617 0.51 -0.16 0.12
H 1.9555 3.5154 3.3231 -0.10 0.18 0.17
H -3.2568 2.9505 2.4601 0.05 -0.05 -0.01
H -4.7423 1.0032 1.3735 0.14 0.02 -0.07
H -0.4901 5.0456 1.2612 0.13 0.07 -0.20
H -1.0659 7.1067 2.5533 0.05 0.01 -0.16
H -1.6321 4.6920 6.0290 -0.11 0.00 0.24
H -1.0628 2.6634 4.7345 -0.02 0.04 0.06
H 4.9053 -2.3066 -0.0594 0.71 -0.08 0.20
H 3.6411 -3.3306 -2.1666 0.12 -0.25 -0.25
C -0.8428 4.9630 -2.4946 0.05 -0.36 0.00
Se -1.7256 3.9725 -1.0538 -0.05 0.24 -0.30
C -2.1846 2.3763 -2.0706 -0.47 0.02 -0.49
C -1.0360 1.6442 -2.7414 -0.01 -0.25 0.03
Se 0.5103 1.6705 -1.5788 0.86 0.19 -0.37
C 1.7436 0.9302 -2.9010 0.11 -0.19 0.16
H -1.5116 5.0316 -3.3504 0.02 0.11 0.05
H 0.0832 4.4601 -2.7851 -0.10 0.03 0.05
H -0.5882 5.9544 -2.1264 -0.14 -0.03 0.03
H -2.9314 2.6301 -2.8351 0.15 0.02 0.22
H -2.6737 1.7189 -1.3521 0.01 0.07 0.03
H -0.6994 2.0667 -3.6941 -0.15 0.15 0.25
H -1.2747 0.5903 -2.9059 -0.10 0.11 -0.07
H 1.3539 -0.0006 -3.3077 -0.05 0.05 -0.01
H 2.6886 0.7305 -2.4005 -0.02 0.01 0.05
H 1.9030 1.6711 -3.6827 -0.13 0.01 0.06
```
Positions in Å, forces in eV/Å.

So, what does the Löwdin scheme give us? The charges, in e, come out as: 0.75, 0.91, -0.74, -0.13, -0.03, -0.21, -0.02, -0.14, -0.04, -0.21, 0.03, 0.04, -0.22, -0.07, -0.22, -0.02, -0.14, -0.76, 0.92, -0.13, -0.02, -0.23, 0.01, -0.21, -0.05, -0.21, -0.03, -0.13, -0.75, 0.91, -0.15, -0.02, -0.20, 0.04, 0.04, -0.22, -0.01, -0.07, -0.25, 0.03, 0.03, -0.25, 0.01, -0.22, -0.04, -0.13, -0.76, 0.93, -0.14, -0.02, 0.04, 0.04, 0.01, 0.10, 0.12, 0.13, 0.09, 0.11, 0.12, 0.12, 0.09, 0.10, 0.11, 0.12, 0.10, 0.09, 0.13, 0.12, 0.12, 0.13, 0.13, 0.07, 0.10, 0.09, 0.13, 0.12, 0.12, -0.38, 0.94, -0.54, -0.47, 1.06, -0.30, 0.03, 0.01, 0.03, 0.08, 0.04, 0.08, 0.07, 0.02, 0.04, 0.04

---

No. 6
# C8H11N2O2PS

A molecular structure, C8H11N2O2PS at a distorted geometry (ωB97M-V/def2-TZVPD, the Open Molecules 2025 dataset).

DFT total energy = -1310.918305 Eh
ΔE to the lowest compared entry with this formula, charge and spin = 112.99 kJ/mol
Kohn-Sham gap = 8.17 eV
LUMO energy = -0.208 eV
HOMO level = -0.30799 Ha

Structure (XYZ):
```
25
Properties=species:S:1:pos:R:3:forces:R:3
C -0.9983 1.8527 -0.0810 0.11 -0.30 -0.07
C -1.1175 0.1579 -1.7827 0.04 0.12 0.21
C -1.7542 2.6989 -0.8629 -0.15 0.12 -0.18
C -1.9004 0.9882 -2.5529 -0.13 0.25 -0.15
C -0.6566 0.5764 -0.5325 -0.39 0.29 -0.46
C -2.2186 2.2703 -2.1033 0.25 -0.16 0.34
C 0.1654 -0.2460 0.3212 0.35 -0.20 0.64
C 2.9153 -2.3386 0.2482 0.41 -0.10 -0.18
N 0.8751 -1.2129 -0.1090 -0.81 0.35 -1.22
N 1.6220 -1.9243 0.7720 0.58 -0.12 1.68
O -2.9836 3.0586 -2.8963 -0.10 0.04 -0.21
O 0.5075 -0.2304 3.2735 1.06 -2.72 -1.79
P 1.2594 -2.1410 2.3893 -0.82 2.32 1.03
S 2.5253 -3.1091 3.4535 -0.43 0.35 -0.23
H -0.6480 2.1863 0.8851 0.02 0.00 0.11
H -0.8626 -0.8311 -2.1301 0.01 -0.11 -0.05
H -1.9906 3.6951 -0.5104 -0.05 0.05 0.01
H -2.2779 0.6682 -3.5107 -0.04 -0.04 -0.13
H 0.1949 0.0469 1.3669 0.06 0.05 0.15
H 3.2161 -1.6501 -0.5418 -0.06 -0.01 0.15
H 3.6586 -2.3314 1.0456 -0.07 -0.01 -0.13
H 2.8496 -3.3473 -0.1647 0.01 0.04 0.01
H -3.1145 3.9187 -2.4820 0.02 -0.07 0.02
H 0.7959 -0.2000 4.1860 0.32 -0.21 0.35
H -0.0625 -2.5560 2.3189 -0.19 0.07 0.09
```
Positions in Å, forces in eV/Å.

So, what does the Löwdin scheme give us? The charges, in e, come out as: -0.02, -0.02, -0.02, -0.01, -0.21, -0.32, -0.12, -0.11, 0.04, -0.42, 0.06, -0.38, 0.47, 0.24, 0.12, 0.11, 0.11, 0.12, 0.07, 0.08, 0.04, 0.09, 0.11, -0.04, 0.01